{
  "formula": "C47H61N3O6PS2SeSr",
  "method": "ωB97M-V with the def2-TZVPD basis set",
  "energy_ha": -6013.424338,
  "e_lumo_ev": 2.210,
  "e_above_lowest_ev": 0.7961,
  "charge": -1,
  "gap_ev": 6.663,
  "e_homo_ev": -4.453,
  "symbols": ["Sr", "C", "C", "C", "C", "C", "C", "C", "Se", "C", "C", "C", "C", "C", "C", "O", "C", "C", "C", "C", "C", "C", "C", "C", "C", "O", "C", "C", "C", "C", "C", "C", "H", "H", "H", "H", "H", "H", "H", "H", "H", "H", "H", "H", "H", "H", "H", "H", "H", "H", "H", "H", "H", "H", "H", "H", "H", "H", "H", "H", "H", "H", "H", "H", "H", "H", "H", "H", "H", "H", "H", "H", "N", "N", "C", "N", "S", "H", "H", "H", "H", "H", "O", "S", "O", "O", "C", "C", "C", "C", "C", "C", "P", "C", "C", "C", "C", "C", "C", "C", "C", "C", "C", "C", "C", "H", "H", "H", "H", "H", "H", "H", "H", "H", "H", "H", "H", "H", "H", "O", "H", "H"],
  "positions_angstrom": [[-0.18686, 0.11758, -0.02870], [5.24358, -6.13311, 0.24081], [4.58702, -5.50118, 1.47689], [5.67339, -5.15957, 2.50804], [3.64207, -6.52641, 2.09551], [3.84267, -4.22523, 1.06255], [2.47975, -4.02412, 1.26091], [1.84889, -2.88073, 0.78388], [-0.03312, -2.66616, 1.16549], [0.13522, -1.96739, 2.95810], [-0.03466, -2.83491, 4.02869], [0.15455, -2.39508, 5.33575], [0.47275, -1.04560, 5.48945], [0.62604, -0.12809, 4.45375], [0.49992, -0.58987, 3.11460], [0.71141, 0.14190, 2.07551], [0.93797, 1.33354, 4.85280], [2.31362, 1.38092, 5.53076], [-0.13230, 1.82941, 5.83632], [0.96053, 2.33089, 3.68357], [0.05439, -3.30867, 6.56354], [1.39265, -3.30169, 7.31787], [-0.26297, -4.74889, 6.17152], [-1.05430, -2.80683, 7.50074], [2.54216, -1.85848, 0.06182], [1.90506, -0.89659, -0.52704], [3.96015, -1.99643, 0.00496], [4.53493, -3.17833, 0.45648], [4.91977, -0.90556, -0.53021], [4.27403, 0.48204, -0.66910], [6.09020, -0.73741, 0.45262], [5.46240, -1.33163, -1.89779], [5.75209, -7.06865, 0.50798], [4.49004, -6.35391, -0.52149], [5.98217, -5.46140, -0.20662], [6.19810, -6.06615, 2.83574], [6.41454, -4.47000, 2.09231], [5.22898, -4.68005, 3.38542], [4.20187, -7.43024, 2.35719], [3.17429, -6.14424, 3.00876], [2.84668, -6.80981, 1.39886], [1.87735, -4.75219, 1.79281], [-0.31435, -3.86041, 3.81405], [0.60939, -0.67573, 6.50457], [2.34458, 0.75152, 6.42595], [3.08892, 1.02695, 4.84384], [2.55821, 2.40914, 5.82715], [-0.12819, 1.26832, 6.77523], [0.04268, 2.88458, 6.07704], [-1.12986, 1.73840, 5.39466], [1.76288, 2.11264, 2.98224], [0.02718, 2.32033, 3.11880], [1.11188, 3.33699, 4.09562], [2.20991, -3.58660, 6.64850], [1.61982, -2.30825, 7.71601], [1.36862, -4.00625, 8.15872], [0.50498, -5.16413, 5.51064], [-0.31055, -5.37322, 7.06955], [-1.22770, -4.82295, 5.65817], [-0.85079, -1.78971, 7.84921], [-2.01831, -2.79430, 6.98170], [-1.14297, -3.45594, 8.38123], [5.61108, -3.28868, 0.33403], [3.73988, 0.74898, 0.24578], [5.06562, 1.21943, -0.84779], [3.57402, 0.52948, -1.49776], [5.71873, -0.56177, 1.46684], [6.74552, -1.61259, 0.48206], [6.70195, 0.12086, 0.15351], [4.64724, -1.44130, -2.62081], [6.16574, -0.58314, -2.28699], [5.98412, -2.29302, -1.83139], [1.82483, -1.19651, -3.44828], [0.74124, -0.33331, -3.74553], [0.87464, 0.97061, -3.99503], [-0.29006, 1.64063, -4.21808], [2.39276, 1.74384, -4.15199], [1.94150, -1.18605, -2.42719], [2.63961, -0.74059, -3.85014], [-0.16375, -0.69683, -3.48134], [-1.09745, 1.33378, -3.68540], [-0.16706, 2.64070, -4.21681], [-1.64276, 0.48165, -1.85991], [-2.30872, 1.61208, -1.11810], [-2.25340, 2.84807, -1.84130], [-1.86637, 1.64921, 0.30876], [-4.00391, 1.09906, -0.99121], [-4.98275, 2.08564, -1.08697], [-6.32036, 1.72942, -0.97016], [-6.66737, 0.40671, -0.74766], [-5.68472, -0.57577, -0.62750], [-4.34060, -0.26244, -0.74635], [-2.98820, -1.55117, -0.67962], [-2.92856, -2.08754, -2.43655], [-3.57193, -1.44981, -3.49109], [-3.36764, -1.87657, -4.80329], [-2.52246, -2.94916, -5.07119], [-1.86719, -3.58686, -4.02293], [-2.05965, -3.14726, -2.71848], [-3.81525, -2.96189, 0.12444], [-4.37069, -4.06375, -0.52436], [-4.83945, -5.15275, 0.20719], [-4.75568, -5.15210, 1.59312], [-4.21513, -4.05390, 2.25341], [-3.73680, -2.97560, 1.52244], [-4.68458, 3.11150, -1.26213], [-7.09087, 2.48612, -1.06306], [-7.71157, 0.12851, -0.67403], [-5.97239, -1.60597, -0.44560], [-4.22544, -0.60505, -3.30215], [-3.86398, -1.36043, -5.61652], [-2.36931, -3.28209, -6.09068], [-1.19251, -4.41156, -4.21826], [-1.52574, -3.63460, -1.90707], [-4.43444, -4.08055, -1.60550], [-5.26028, -6.00580, -0.31054], [-5.10305, -6.00812, 2.15803], [-4.14100, -4.04581, 3.33428], [-3.28059, -2.13918, 2.04457], [1.26266, 2.06965, -0.89533], [1.70636, 1.98377, -1.75893], [1.98630, 2.05482, -0.25600]],
  "forces_ev_per_a": [[2.4, -1.4, 0.6], [0.0, -0.1, -0.1], [0.0, 0.3, 0.0], [0.1, 0.0, 0.0], [-0.1, -0.1, 0.1], [-0.1, 0.0, 0.0], [0.0, 0.1, -0.1], [0.3, 0.1, 0.0], [0.4, -0.5, 0.4], [0.0, 0.1, 0.2], [0.0, 0.1, 0.0], [0.0, 0.0, -0.1], [0.0, 0.1, 0.1], [-0.1, 0.0, 0.4], [0.0, -0.4, -0.2], [0.0, 0.1, 0.6], [0.0, -0.2, -0.2], [0.1, 0.0, 0.1], [-0.1, 0.0, 0.1], [0.0, 0.0, 0.0], [0.0, 0.2, -0.1], [0.1, 0.0, 0.0], [0.0, -0.1, -0.1], [-0.1, 0.0, 0.1], [-0.1, -0.4, 0.1], [0.1, -0.2, -0.3], [0.2, 0.0, 0.1], [0.1, 0.0, 0.0], [-0.3, -0.1, 0.1], [0.1, 0.0, 0.0], [0.1, 0.0, 0.0], [0.1, 0.0, -0.1], [0.0, 0.1, 0.0], [0.1, 0.0, 0.1], [-0.1, -0.1, 0.0], [0.0, 0.1, 0.0], [-0.1, -0.1, 0.0], [0.0, 0.0, -0.1], [0.0, 0.0, 0.0], [0.0, 0.0, -0.1], [0.1, 0.0, 0.1], [0.0, 0.0, -0.1], [0.1, 0.0, 0.0], [0.0, 0.0, -0.1], [0.0, 0.1, -0.1], [-0.1, 0.0, 0.1], [0.0, -0.1, 0.0], [0.0, 0.0, -0.1], [0.0, -0.1, 0.0], [0.1, 0.0, 0.0], [0.0, 0.0, 0.0], [0.0, 0.0, 0.1], [0.0, -0.1, 0.0], [-0.1, 0.0, 0.1], [0.0, -0.1, 0.0], [0.0, 0.1, -0.1], [-0.1, 0.0, 0.1], [0.0, 0.0, -0.1], [0.1, 0.0, 0.0], [0.0, -0.1, 0.0], [0.1, 0.0, 0.0], [0.0, 0.1, -0.1], [-0.1, 0.0, 0.0], [0.0, 0.0, 0.0], [-0.1, 0.0, 0.0], [0.0, 0.0, 0.0], [0.0, 0.0, -0.1], [-0.1, 0.1, 0.0], [0.0, -0.1, 0.0], [0.1, 0.0, 0.1], [-0.1, -0.1, 0.0], [-0.1, 0.1, 0.0], [-0.3, 0.0, -0.1], [0.3, 0.0, 0.5], [0.3, 0.2, -0.4], [0.1, 0.2, 0.2], [-0.6, -0.3, 0.2], [0.1, 0.1, 0.1], [0.0, 0.0, 0.0], [0.0, -0.1, -0.3], [0.0, 0.0, 0.0], [0.0, 0.0, 0.0], [-0.9, 1.4, 0.0], [-0.6, -0.3, 0.4], [-0.1, 0.2, 0.1], [-1.2, 0.9, -1.6], [-0.5, -0.5, 0.1], [0.3, -0.4, 0.0], [0.0, 0.0, 0.0], [0.1, -0.1, 0.0], [-0.2, 0.0, 0.0], [0.6, 0.6, -0.4], [-0.6, 0.3, -0.2], [0.3, -0.1, 0.1], [0.0, 0.0, -0.2], [0.1, -0.1, 0.2], [-0.1, 0.1, 0.1], [-0.1, 0.1, 0.1], [0.0, 0.0, -0.1], [0.0, -0.2, 0.3], [-0.1, 0.0, 0.1], [0.1, 0.1, 0.0], [0.0, 0.1, 0.0], [0.0, 0.0, -0.1], [-0.1, -0.1, 0.0], [0.0, 0.0, 0.0], [0.0, 0.0, 0.0], [0.0, 0.0, 0.0], [0.0, 0.1, 0.0], [0.0, -0.1, 0.0], [0.0, 0.0, 0.0], [0.0, 0.0, 0.0], [0.0, 0.0, 0.0], [0.0, 0.0, 0.0], [0.0, 0.0, 0.0], [0.0, 0.0, 0.0], [0.0, 0.0, 0.0], [0.0, 0.0, 0.0], [0.0, 0.0, 0.0], [0.1, 0.2, -0.1], [0.0, 0.1, 0.0], [0.0, -0.1, 0.0]]
}


{
  "formula": "C38H38MnN6O4PS",
  "method": "ωB97M-V with the def2-TZVPD basis set",
  "energy_ha": -3991.104199,
  "e_lumo_ev": [1.741, 1.732],
  "multiplicity": 2,
  "s_squared": 0.78,
  "e_above_lowest_ev": 0.0000,
  "charge": -1,
  "gap_ev": [5.803, 5.561],
  "e_homo_ev": [-4.063, -3.829],
  "symbols": ["Mn", "O", "C", "C", "C", "C", "C", "C", "C", "O", "N", "N", "C", "C", "C", "C", "C", "C", "N", "H", "H", "H", "H", "H", "H", "H", "H", "H", "H", "O", "C", "O", "C", "C", "C", "C", "C", "C", "S", "H", "H", "H", "H", "C", "C", "P", "C", "C", "C", "C", "H", "H", "H", "H", "H", "H", "H", "H", "H", "H", "H", "H", "H", "H", "H", "N", "C", "C", "C", "C", "C", "C", "N", "C", "C", "C", "C", "N", "C", "C", "H", "H", "H", "H", "H", "H", "H", "H", "H"],
  "positions_angstrom": [[-0.77218, 0.69927, -0.75659], [-5.41061, -1.90618, 0.60462], [-4.72549, -3.03910, 0.81786], [-5.44817, -4.23594, 0.83420], [-4.80989, -5.44168, 1.04673], [-3.43382, -5.48582, 1.25205], [-2.71772, -4.30292, 1.23679], [-3.33204, -3.07165, 1.01903], [-2.44930, -1.85469, 0.97481], [-1.22187, -1.97463, 1.11700], [-3.11751, -0.70508, 0.80841], [-2.33642, 0.39373, 0.59029], [-2.83805, 1.49659, 1.02386], [-2.12037, 2.72384, 0.75407], [-2.53153, 3.96678, 1.22748], [-1.76007, 5.07588, 0.94162], [-0.59627, 4.91321, 0.20120], [-0.25645, 3.64645, -0.23683], [-1.00269, 2.57319, 0.02463], [-4.73364, -1.16621, 0.63452], [-6.51698, -4.18456, 0.67025], [-5.38966, -6.35742, 1.05115], [-2.93144, -6.42988, 1.41865], [-1.64528, -4.29313, 1.38818], [-3.77867, 1.50318, 1.56568], [-3.44645, 4.04378, 1.79963], [-2.05954, 6.05690, 1.28758], [0.03411, 5.75393, -0.05176], [0.62891, 3.46735, -0.83175], [1.66268, 2.24489, -3.74040], [0.63126, 2.12768, -3.07566], [0.55767, 1.36584, -2.04485], [-0.57049, 2.98383, -3.42172], [-0.28158, 4.16137, -4.11843], [-1.26318, 5.06098, -4.48213], [-2.58791, 4.76760, -4.15827], [-2.89302, 3.60481, -3.48429], [-1.90465, 2.68064, -3.08909], [-2.48151, 1.23351, -2.28757], [0.75654, 4.33527, -4.37032], [-1.00878, 5.97007, -5.01299], [-3.38395, 5.45017, -4.43455], [-3.92108, 3.37408, -3.23321], [1.25570, -3.78543, -1.47538], [1.01648, -2.34764, -1.02351], [-0.36272, -1.41693, -1.82839], [-1.62664, -2.73131, -2.09009], [-3.03398, -2.22982, -2.40640], [0.38323, -1.23750, -3.50475], [-0.55783, -0.77140, -4.61076], [2.14305, -4.19641, -0.98798], [1.40970, -3.86358, -2.55320], [0.41307, -4.42623, -1.21257], [1.91038, -1.74051, -1.20259], [0.81730, -2.32299, 0.04716], [-1.65029, -3.32483, -1.17374], [-1.26231, -3.39124, -2.88450], [-3.40606, -1.58148, -1.61366], [-3.72012, -3.07520, -2.49883], [-3.06544, -1.64964, -3.32783], [0.82663, -2.20076, -3.77672], [1.19694, -0.51872, -3.38529], [-1.31901, -1.52456, -4.82672], [0.00147, -0.58747, -5.53036], [-1.07546, 0.14524, -4.33255], [5.39460, 0.45226, 2.98950], [6.15220, 0.34348, 4.13436], [7.52181, 0.39596, 4.36877], [7.93339, 0.24356, 5.67919], [7.01148, 0.04662, 6.71934], [5.65304, -0.00382, 6.47694], [5.21790, 0.14615, 5.16111], [3.93490, 0.13360, 4.64470], [4.07967, 0.31676, 3.36086], [2.97870, 0.37623, 2.39016], [3.18277, 0.69909, 1.05408], [2.10360, 0.74369, 0.19115], [0.85212, 0.48465, 0.58639], [0.65492, 0.17178, 1.87263], [1.67934, 0.10869, 2.79951], [5.73454, 0.57857, 2.05400], [8.23433, 0.54780, 3.56832], [8.99039, 0.27683, 5.90946], [7.37862, -0.06827, 7.73095], [4.93739, -0.15656, 7.27363], [4.16181, 0.93176, 0.65525], [2.21237, 0.99489, -0.85710], [-0.36221, -0.06195, 2.14717], [1.47535, -0.14935, 3.82836]],
  "forces_ev_per_a": [[0.1, 0.0, 0.2], [0.1, 0.2, 0.0], [0.1, -0.1, 0.0], [0.0, 0.0, 0.0], [0.0, 0.0, 0.0], [0.0, 0.0, 0.0], [0.0, 0.0, 0.0], [0.0, 0.0, 0.0], [0.0, 0.0, 0.1], [0.0, 0.0, 0.0], [-0.1, 0.0, 0.0], [0.0, 0.0, 0.0], [0.0, 0.0, 0.0], [0.0, 0.0, 0.0], [0.0, 0.0, 0.0], [0.0, 0.0, 0.0], [0.0, 0.0, 0.0], [0.0, 0.0, 0.0], [0.0, 0.0, 0.0], [-0.1, -0.1, 0.0], [0.0, 0.0, 0.0], [0.0, 0.0, 0.0], [0.0, 0.0, 0.0], [0.0, 0.0, 0.0], [0.0, 0.0, 0.0], [0.0, 0.0, 0.0], [0.0, 0.0, 0.0], [0.0, 0.0, 0.0], [0.0, 0.0, 0.0], [0.0, 0.0, 0.0], [0.0, 0.0, 0.1], [0.1, 0.1, -0.1], [0.0, 0.0, 0.0], [0.0, 0.0, 0.0], [-0.1, 0.0, 0.0], [0.1, 0.0, 0.0], [0.0, 0.0, 0.0], [0.0, 0.1, 0.0], [-0.2, 0.0, -0.1], [0.0, 0.0, 0.0], [0.0, 0.0, 0.0], [0.0, 0.0, 0.0], [0.0, 0.0, 0.0], [0.0, 0.0, 0.0], [0.0, 0.0, 0.0], [0.0, 0.0, 0.0], [0.0, 0.0, 0.0], [0.0, 0.0, 0.0], [0.0, 0.0, 0.0], [0.0, 0.0, 0.0], [0.0, 0.0, 0.0], [0.0, 0.0, 0.0], [0.0, 0.0, 0.0], [0.0, 0.0, 0.0], [0.0, 0.0, 0.0], [0.0, 0.0, 0.0], [0.0, 0.0, 0.0], [0.0, 0.0, 0.0], [0.0, 0.0, 0.0], [0.0, 0.0, 0.0], [0.0, 0.0, 0.0], [0.0, 0.0, 0.0], [0.0, 0.0, 0.0], [0.0, 0.0, 0.0], [0.0, 0.0, 0.0], [0.0, 0.0, 0.0], [0.0, 0.0, 0.0], [0.0, 0.0, 0.0], [0.0, 0.0, 0.0], [0.0, 0.0, 0.0], [0.0, 0.0, 0.0], [0.0, 0.0, 0.0], [0.0, 0.0, 0.0], [0.0, 0.0, 0.0], [0.0, 0.0, 0.0], [0.0, 0.0, 0.0], [0.0, 0.0, 0.0], [0.0, 0.0, 0.0], [0.0, 0.0, 0.0], [0.0, 0.0, 0.0], [0.0, 0.0, 0.0], [0.0, 0.0, 0.0], [0.0, 0.0, 0.0], [0.0, 0.0, 0.0], [0.0, 0.0, 0.0], [0.0, 0.0, 0.0], [0.0, 0.0, 0.0], [0.0, 0.0, 0.0], [0.0, 0.0, 0.0]]
}


{
  "formula": "C20H18N2O6",
  "method": "ωB97M-V with the def2-TZVPD basis set",
  "energy_ha": -1333.707639,
  "e_lumo_ev": -0.589,
  "smiles": "CCOC(=O)Nn1c(-c2ccc(OC)cc2)c2cc3c(cc2cc1=O)OCO3",
  "e_above_lowest_ev": 7.5262,
  "gap_ev": 6.700,
  "e_homo_ev": -7.289,
  "symbols": ["O", "O", "O", "O", "O", "O", "C", "C", "C", "C", "C", "C", "C", "C", "C", "C", "C", "C", "C", "C", "C", "C", "N", "N", "C", "C", "C", "C", "H", "H", "H", "H", "H", "H", "H", "H", "H", "H", "H", "H", "H", "H", "H", "H", "H", "H"],
  "positions_angstrom": [[-0.77930, -2.75802, 0.41569], [-2.87650, 0.00814, 2.91725], [3.70836, -1.78200, -1.82527], [-2.86228, 5.75044, -1.28955], [-0.87566, 5.24610, -2.30879], [-0.14215, -3.19908, 2.59105], [-0.47658, -2.39710, 1.56435], [-2.47243, 0.48203, 1.86192], [-3.01253, 1.74795, 1.38521], [-0.68952, 0.71775, 0.14903], [1.52572, -1.37169, -2.06030], [2.84157, 0.04604, -0.55214], [0.36820, -0.81894, -1.46730], [1.68202, 0.59542, -0.12029], [2.68053, -1.00080, -1.45584], [-2.41246, 4.53996, -0.96789], [-1.31360, 4.18124, -1.66403], [0.45266, 0.11790, -0.53830], [-2.92551, 3.69372, 0.01687], [-0.79566, 2.85734, -1.34793], [-2.28758, 2.49272, 0.44124], [-1.22722, 1.92238, -0.23620], [-0.71675, -1.10639, 1.99213], [-1.29913, -0.03455, 1.23904], [4.15650, -2.70820, -0.85852], [-2.00273, 6.14691, -2.45070], [1.23985, -4.83041, 1.47084], [0.01686, -4.53054, 2.35872], [-3.87577, 2.03996, 2.05121], [1.49914, -2.06984, -2.91993], [3.83761, 0.48403, -0.28472], [-0.65054, -0.98778, -1.82018], [1.64607, 1.36865, 0.59763], [-3.83197, 4.12584, 0.51266], [0.15938, 2.61927, -1.85760], [-0.66896, -1.00771, 2.97720], [5.19309, -2.50486, -0.63048], [4.05799, -3.73735, -1.14022], [3.62687, -2.60439, 0.13553], [-2.68094, 6.09640, -3.42519], [-1.54554, 7.13546, -2.40914], [1.05475, -5.84931, 1.14636], [2.10200, -4.86160, 2.01068], [1.34370, -4.20445, 0.58770], [0.16022, -5.11420, 3.35188], [-0.93182, -4.93643, 1.85630]],
  "forces_ev_per_a": [[1.3, 0.2, 2.3], [0.1, -0.9, -0.2], [2.0, -0.6, -0.6], [0.6, 1.7, -1.7], [0.4, 1.2, -2.7], [0.1, 3.1, 0.9], [-3.0, -0.1, -3.0], [0.0, 1.3, 1.1], [1.1, -0.7, 0.4], [-0.9, -1.4, 1.1], [-2.6, 0.4, 0.4], [1.1, 0.3, -0.2], [-1.0, -1.6, -3.3], [-0.1, 0.2, 0.5], [1.0, -0.7, -0.4], [-3.2, -2.1, 3.8], [2.3, -6.1, 2.0], [0.6, 1.7, 2.4], [-0.6, 3.6, -0.9], [2.0, 1.7, -1.6], [-4.9, -0.6, 2.1], [1.1, 1.9, -2.1], [1.2, 0.4, -1.4], [0.1, 0.6, -0.8], [-0.1, 0.7, 2.0], [-0.9, -0.8, -0.1], [-2.8, -0.7, -1.0], [-0.2, -3.5, -0.9], [1.1, 0.1, -1.3], [0.1, 0.4, 1.0], [-1.0, -0.9, -0.2], [0.4, -0.7, -0.1], [0.3, 0.9, 0.7], [0.9, -1.0, -0.1], [-0.7, 0.0, 0.3], [-0.3, 0.9, 0.8], [0.4, 0.0, -0.1], [-0.2, -0.5, -0.7], [0.2, 0.1, -1.1], [1.7, -0.6, 1.8], [-0.5, 0.0, 0.6], [0.2, -0.3, -0.4], [2.5, 0.2, 1.6], [-0.2, 0.1, 0.1], [-0.4, 1.4, -1.5], [1.3, 0.5, 0.7]]
}